Formula: C35H54BrF5N2O9
Source: OMol25
Level of theory: wB97M-V/def2-TZVPD

Cartesian coordinates (Å):
1 H -3.34 1.33 -1.08
2 H 1.62 3.09 -4.59
3 H -1.78 1.17 4.67
4 H -3.18 -3.08 -1.97
5 H -2.73 -2.49 -3.59
6 H 2.29 0.18 -0.27
7 C 1.25 -3.01 4.55
8 O 2.93 0.57 8.77
9 H 2.79 -2.20 8.89
10 H 0.84 -1.95 -0.14
11 C -0.83 0.70 5.20
12 H 2.55 -4.95 -1.86
13 H 3.79 -3.16 -0.93
14 H -1.17 2.58 -4.00
15 H -1.82 -1.26 -0.42
16 C -1.39 -3.14 3.30
17 H -0.64 3.90 -6.80
18 O -3.77 -4.08 2.64
19 C 0.45 2.03 8.90
20 C -0.55 -0.84 4.69
21 H 2.35 8.34 -7.09
22 H 1.98 -1.57 -1.65
23 F -1.59 -4.56 -1.39
24 N 2.57 -0.69 0.25
25 C 2.00 -1.66 9.60
26 H -1.98 1.30 7.08
27 C 1.84 -0.05 9.23
28 C -2.45 -4.05 2.39
29 C 2.87 7.18 -9.19
30 H 2.27 -3.55 4.76
31 H -2.70 0.96 0.51
32 H 0.49 6.07 -7.68
33 C 0.10 4.48 -6.23
34 C -0.94 1.29 -2.28
35 H -0.98 6.25 -6.75
36 C -1.65 2.42 -3.03
37 H 0.23 0.60 10.49
38 H 0.62 -7.55 0.99
39 H 0.20 2.84 6.67
40 C 0.11 -3.81 3.65
41 C -2.81 -6.65 -0.71
42 H 1.74 -0.88 5.73
43 Br -3.54 -0.81 3.40
44 H 0.92 -2.13 9.43
45 F -3.72 -4.30 -0.34
46 C 0.47 -6.50 0.46
47 H 1.40 2.65 9.16
48 H -0.15 4.43 -5.16
49 H 3.87 7.56 -6.58
50 C -3.85 3.21 -3.40
51 H 3.82 7.71 -9.28
52 H 2.03 7.89 -9.29
53 H 2.79 6.45 -10.00
54 C 0.06 5.94 -6.69
55 H 3.04 -3.33 0.89
56 H 2.68 -6.76 -0.19
57 O -3.01 2.07 -3.29
58 H 2.43 5.75 -5.44
59 C 2.04 -4.62 -0.84
60 H 1.31 1.32 6.79
61 C -2.72 -0.75 -0.79
62 O 2.79 6.50 -7.95
63 F -2.11 -6.95 -2.01
64 H 0.00 -6.57 -0.61
65 C 2.81 -3.28 -0.26
66 C 2.82 7.39 -6.84
67 C 0.34 1.83 7.27
68 O 1.05 -6.30 3.66
69 H 2.35 7.36 -4.75
70 C -1.72 -1.62 3.84
71 C 0.93 -1.48 5.09
72 H 2.14 -0.59 1.20
73 H -0.77 -0.25 7.28
74 C -0.92 0.84 6.84
75 O -2.93 -1.03 -2.17
76 C 1.65 2.80 -5.64
77 H 2.65 2.43 -5.87
78 C -2.57 -2.35 -2.51
79 C 2.10 6.77 -5.64
80 F -2.56 -7.66 0.34
81 H 0.14 1.49 -2.33
82 C -2.44 -5.11 -0.27
83 N 0.49 0.60 9.49
84 C -1.71 -4.95 1.18
85 C -2.57 0.76 -0.56
86 H 0.93 1.99 -5.83
87 H -1.10 0.32 -2.76
88 C 0.36 -5.34 3.01
89 F -4.28 -6.65 -1.05
90 O 0.67 6.84 -5.74
91 H -3.55 3.82 -4.26
92 H 0.94 -4.27 -1.16
93 H -3.82 3.80 -2.48
94 O 1.38 3.91 -6.47
95 H -1.59 3.34 -2.44
96 C 1.96 -1.88 -0.51
97 O -1.26 1.25 -0.89
98 H -4.88 2.86 -3.55
99 H -1.50 -2.52 -2.31
100 H 2.49 -5.50 1.22
101 C 2.00 -5.87 0.23
102 H 2.30 -1.78 10.74
103 H -3.59 -1.12 -0.24
104 C -0.37 -5.57 1.53
105 H 0.09 1.35 4.82
106 H -0.57 2.53 9.24

The maximum force comes out at 8.71 eV/A. The calculation puts the HOMO energy at -0.3342 Ha. Its SMILES is CC(=O)NCCCCc1ccc2c(c1Br)C(=O)C(C(F)(F)C(F)(F)F)=C(CCCCCN)C2=O.COCCOCCOC.COCCOCCOC. The gap between HOMO and LUMO is 6.89 eV.

Löwdin population analysis, charges in e, atoms 1 to 6: atom 1 (H): 0.119, atom 2 (H): 0.083, atom 3 (H): 0.087, atom 4 (H): 0.062, atom 5 (H): 0.097, atom 6 (H): 0.058

Formula: C35H54BrN3OP2Sn
Source: OMol25
Level of theory: wB97M-V/def2-TZVPD

Cartesian coordinates (Å):
1 H 1.41 0.10 6.60
2 C -0.31 -4.56 -3.21
3 H 1.39 1.41 5.38
4 H 3.14 3.73 -1.16
5 H -0.14 -5.35 -1.19
6 C -1.35 -3.90 0.78
7 H -2.73 -2.17 5.21
8 H 4.02 -1.36 -5.06
9 H 1.15 -2.39 -2.61
10 H -0.75 1.11 7.56
11 C -0.03 -4.40 -1.72
12 H -0.79 2.17 6.14
13 N -3.97 5.03 -4.70
14 C 3.36 -0.11 -3.44
15 H 5.88 -0.46 0.71
16 H -1.30 -5.00 -3.41
17 N -1.21 0.16 5.79
18 C -0.29 1.87 -3.48
19 C 3.00 3.07 -0.29
20 P 3.96 1.10 -2.12
21 H 6.68 0.43 -0.58
22 H -2.10 -5.72 1.71
23 C -0.71 1.13 3.58
24 H -1.21 -0.40 0.53
25 C 0.29 -0.48 -3.07
26 H -3.49 -1.48 -0.07
27 H -0.76 -1.77 6.54
28 H 2.88 0.45 -4.27
29 H -1.64 -0.67 7.64
30 O -1.04 -1.19 3.93
31 C 5.71 0.28 -0.08
32 C 0.04 -1.55 -0.88
33 H 3.87 -0.78 -0.58
34 H -1.50 4.40 3.03
35 C 2.77 1.61 -0.68
36 H -3.67 -0.93 6.10
37 H -4.30 5.90 -2.85
38 C -0.27 0.72 -2.56
39 C -3.62 5.30 -3.45
40 Sn 1.85 2.53 -3.43
41 C -1.35 2.36 3.79
42 C -1.59 3.98 -3.65
43 H -0.68 1.64 -4.49
44 C -0.79 0.74 -1.24
45 C -0.98 -0.07 4.44
46 H -4.65 -2.13 -1.23
47 H -0.37 -3.99 1.27
48 H 2.61 -0.74 -2.96
49 H -2.18 5.09 -1.86
50 H 0.60 -0.52 -4.12
51 H -0.25 -3.60 -3.74
52 C -2.87 -1.67 6.17
53 C 0.55 -1.54 -2.26
54 P -1.03 -3.17 -0.84
55 H 0.49 -0.01 2.17
56 H -3.10 -5.17 0.35
57 C 1.06 1.11 6.38
58 H -3.15 -2.42 6.92
59 H 5.42 1.22 0.39
60 H 4.69 -1.89 -3.52
61 H 1.02 -4.10 -1.57
62 H -2.88 -3.58 -2.27
63 H -2.03 2.49 4.63
64 H 0.45 -5.22 -3.65
65 H -0.07 3.93 1.04
66 H 1.72 1.39 -0.95
67 C -1.09 3.40 2.89
68 H 5.33 -0.42 -4.34
69 H 2.16 3.44 0.32
70 H -1.38 3.14 -5.70
71 Br 1.52 -1.83 0.42
72 C -1.98 3.74 -5.00
73 C -0.45 1.20 6.51
74 C -1.57 -1.02 6.60
75 H -1.53 -5.97 0.06
76 C -0.77 -0.38 -0.47
77 C -0.52 3.21 -3.00
78 H -2.40 -1.88 -2.28
79 H 5.17 -0.96 -1.76
80 N 0.24 1.95 1.53
81 C -3.75 -2.37 -0.66
82 C 0.06 0.96 2.41
83 H -0.21 3.57 -2.01
84 H 1.51 1.80 7.10
85 C 4.43 -1.00 -4.11
86 C -2.06 -5.26 0.71
87 H -1.94 -3.17 1.37
88 H 3.01 0.95 0.17
89 C -0.28 3.15 1.77
90 C -2.61 -2.74 -1.62
91 H -3.53 4.07 -6.49
92 C -3.19 4.28 -5.47
93 H 3.92 3.17 0.32
94 H -3.98 -3.18 0.04
95 C -2.42 4.82 -2.89
96 C 4.70 -0.24 -1.08
97 H -1.25 1.66 -0.88

The maximum force comes out at 2.28 eV/A. The calculation puts the HOMO energy (alpha / beta) at -0.4673 / -0.4743 Ha. Its net charge is +2. The gap between HOMO and LUMO (alpha / beta) is 5.43 / 5.59 eV.

Löwdin population analysis, charges in e, atoms 1 to 6: atom 1 (H): 0.087, atom 2 (C): -0.115, atom 3 (H): 0.070, atom 4 (H): 0.031, atom 5 (H): 0.090, atom 6 (C): -0.324